C3H6IN5 | the ωB97M-V functional and the def2-TZVPD basis

Last column: Löwdin charge in e.
Atoms and positions in Å:
1 I 1.308 -2.375 -0.453  0.525
2 N 1.995 2.376 -1.875  -0.027
3 N 2.942 1.000 -0.611  0.077
4 N 3.102 1.940 -1.506  -0.023
5 N -0.422 -0.100 0.796  -0.108
6 N 1.014 1.655 -1.315  0.048
7 C 0.872 -0.273 0.454  -0.609
8 C -1.379 0.353 -0.319  -0.070
9 C 1.584 0.818 -0.491  -0.324
10 H -0.956 1.002 -1.022  0.011
11 H -0.798 -0.886 1.284  0.098
12 H 1.593 -0.314 1.278  0.069
13 H 3.609 0.430 -0.182  0.133
14 H -1.973 -0.492 -0.831  0.094
15 H -2.287 0.813 0.269  0.108

Atomic forces in eV per Å
I 0.02 0.46 -0.05
N -1.03 0.06 -0.90
N -3.90 -0.61 0.42
N 3.58 0.95 -0.18
N -1.69 1.39 -2.35
N -0.81 -0.10 0.90
C 3.56 1.33 -1.29
C -3.72 -2.07 3.18
C -1.05 -1.57 0.57
H 0.64 0.88 -0.59
H -0.15 -0.24 0.47
H -0.63 -0.48 0.18
H 1.61 -0.48 0.27
H 1.62 0.68 0.54
H 1.94 -0.20 -1.17

**Frontier orbital gap**: 9.090 eV
**Total charge**: 0
**LUMO**: -0.0094 Ha
**SMILES**: CN[C@@H](I)c1nnn[nH]1
**Relative energy (zero: lowest compared OMol25 entry of this formula, charge and spin)**: 8.0 kJ/mol
**E_tot**: -18757.021 eV

=====

C2H3NO3 | the ωB97M-V functional and the def2-TZVPD basis

Last column: Löwdin charge in e.
Atoms and positions in Å:
1 O -2.658 -0.585 0.102  0.227
2 O 0.860 -1.540 0.175  0.011
3 O -1.237 1.178 -0.009  0.170
4 N 1.270 -0.323 -0.471  -0.007
5 C 1.025 0.782 0.070  -0.200
6 C -1.971 0.312 0.042  -0.463
7 H 0.513 -2.142 -0.460  0.079
8 H 0.783 0.842 1.189  0.118
9 H 1.414 1.476 -0.638  0.066

Atomic forces in eV per Å
O -2.27 -3.00 0.15
O 1.51 1.71 -0.13
O 0.05 2.46 -0.24
N 0.26 -7.74 0.22
C 0.00 4.49 2.54
C 0.45 0.83 -0.03
H -0.88 -0.63 -1.18
H 0.88 0.20 -1.80
H 0.00 1.68 0.46

**Frontier orbital gap (alpha / beta)**: 5.757 / 7.604 eV
**Total charge**: 0
**Expectation value of S²**: 2.01
**LUMO (alpha / beta)**: 0.0207 / -0.0962 Ha
**Spin multiplicity**: 3
**Relative energy (zero: lowest compared OMol25 entry of this formula, charge and spin)**: 404.3 kJ/mol
**E_tot**: -9748.194 eV

=====

C23H23NiP2 | the ωB97M-V functional and the def2-TZVPD basis

Last column: Löwdin charge in e.
Atoms and positions in Å:
1 Ni 2.034 0.136 -0.981  -0.090
2 P 0.102 -0.240 -0.157  0.962
3 P 2.652 -1.672 -1.837  0.694
4 C -1.121 -2.112 -1.797  -0.118
5 C -2.290 -3.627 0.240  -0.105
6 C -0.861 0.829 2.325  -0.075
7 C -0.560 1.707 -2.050  -0.164
8 C -0.888 -1.763 -0.457  -0.349
9 C -1.957 -3.183 -2.119  -0.104
10 C 0.837 -0.894 2.434  -0.122
11 C -0.018 -0.072 1.662  -0.348
12 C 0.777 -0.877 3.828  -0.106
13 C 3.801 1.273 0.641  -0.180
14 C -1.022 0.997 -0.931  -0.397
15 C 2.450 2.429 -0.871  -0.218
16 C 2.056 2.768 0.452  -0.156
17 C -2.749 2.694 -2.351  -0.179
18 C 3.623 1.526 -0.766  -0.284
19 C -3.234 1.938 -1.276  -0.139
20 C 2.855 2.041 1.371  -0.171
21 C -0.939 0.824 3.728  -0.092
22 C -1.404 2.580 -2.731  -0.146
23 C -2.372 1.087 -0.569  -0.165
24 C -2.561 -3.929 -1.100  -0.125
25 C -1.444 -2.554 0.558  -0.091
26 C -0.130 -0.033 4.479  -0.114
27 H -1.233 -2.345 1.612  0.094
28 H 4.589 0.645 1.060  0.074
29 H 2.787 2.101 2.459  0.081
30 H -3.418 3.357 -2.908  0.069
31 H -2.736 -4.225 1.037  0.092
32 H -1.641 1.493 4.230  0.095
33 H 0.466 1.563 -2.407  0.059
34 H -2.138 -3.435 -3.168  0.095
35 H -4.286 2.008 -0.991  0.084
36 H 1.541 -1.564 1.931  0.101
37 H -1.022 3.165 -3.570  0.081
38 H -1.482 1.526 1.759  0.093
39 H 1.295 3.500 0.709  0.088
40 H 1.431 -1.534 4.404  0.094
41 H -2.772 0.491 0.250  0.086
42 H 2.266 -1.802 -3.207  -0.107
43 H 4.305 1.302 -1.577  0.070
44 H -0.646 -1.543 -2.601  0.098
45 H 4.070 -1.811 -1.944  -0.114
46 H 2.272 -2.912 -1.234  -0.099
47 H 2.147 2.933 -1.783  0.078
48 H -3.237 -4.743 -1.352  0.085
49 H -0.197 -0.041 5.564  0.088

Atomic forces in eV per Å
Ni 0.87 1.13 0.77
P -2.43 1.35 -0.90
P 0.36 -0.22 -0.28
C -0.24 -0.38 -0.13
C 0.16 0.29 -0.27
C -0.04 -0.18 0.33
C -0.30 0.93 -1.20
C 0.68 -0.58 0.39
C 0.16 0.16 0.24
C -0.39 0.22 -0.02
C 0.27 -0.19 0.64
C -0.16 0.11 -0.12
C -0.20 0.39 -0.29
C 2.06 -1.23 1.35
C 1.60 -0.39 0.49
C 0.36 -0.62 -0.36
C -1.07 0.53 0.01
C -1.46 0.83 0.55
C 0.59 -0.50 0.26
C 0.44 -0.02 -0.52
C 0.25 -0.11 -0.29
C 1.13 -0.71 0.13
C -2.05 0.58 -0.22
C 0.09 0.05 0.10
C -0.53 -0.33 -0.04
C 0.05 -0.03 -0.30
H -0.09 0.03 -0.44
H -0.30 0.18 -0.06
H -0.07 -0.16 -0.40
H 0.18 -0.22 0.22
H 0.13 0.17 -0.22
H 0.23 -0.15 -0.14
H -0.40 0.12 0.23
H 0.05 0.09 0.35
H 0.25 -0.04 -0.04
H -0.22 0.23 0.11
H -0.06 -0.19 0.17
H 0.24 -0.28 0.08
H -0.03 -0.32 -0.06
H -0.16 0.20 -0.12
H 0.06 0.07 -0.13
H 0.26 -0.51 0.40
H 0.03 -0.02 0.12
H -0.20 0.02 0.29
H -0.42 -0.46 -0.18
H 0.25 0.18 -0.60
H -0.03 -0.11 0.21
H 0.12 0.09 0.05
H 0.02 0.03 -0.15

**Frontier orbital gap (alpha / beta)**: 3.085 / 7.133 eV
**Total charge**: -1
**Expectation value of S²**: 2.03
**LUMO (alpha / beta)**: 0.1090 / 0.1077 Ha
**Spin multiplicity**: 3
**E_tot**: -83842.706 eV

=====

C10H15FHfO5 | the ωB97M-V functional and the def2-TZVPD basis

Last column: Löwdin charge in e.
Atoms and positions in Å:
1 Hf -0.005 -2.879 -3.674  1.918
2 F -1.089 3.211 -1.554  0.015
3 O -0.558 1.131 -4.405  0.011
4 O 0.461 3.141 -3.561  0.137
5 O -2.488 -0.505 2.188  0.229
6 O -1.668 2.464 -2.492  0.067
7 O -0.237 0.189 3.000  0.017
8 C -2.187 -0.821 4.707  0.327
9 C -0.566 2.289 -3.496  -0.204
10 C -1.289 -1.737 5.509  0.445
11 C 0.095 0.139 1.556  -0.147
12 C 1.129 -0.186 -2.882  -0.158
13 C 0.770 -0.066 -1.287  -0.215
14 C 1.702 0.416 1.241  -0.102
15 C -0.339 -0.131 -3.681  -0.255
16 C 2.050 -0.205 -0.272  -0.149
17 C -1.612 -0.341 3.216  -0.119
18 H 1.684 -1.205 -3.078  0.044
19 H 2.291 -1.355 -0.068  0.142
20 H 1.805 0.720 -3.254  0.193
21 H -0.576 0.915 0.985  0.171
22 H 3.027 0.350 -0.632  0.157
23 H 2.015 1.541 1.342  0.155
24 H 0.203 0.945 -1.125  0.128
25 H -0.118 -0.972 1.200  0.152
26 H 2.306 -0.164 2.091  0.161
27 H -0.505 -1.041 -4.398  -0.028
28 H -3.264 -0.504 5.109  0.238
29 H -1.199 -0.196 -2.856  0.161
30 H 0.027 -0.970 -1.047  0.097
31 H -0.453 -2.374 4.947  0.204
32 H -1.413 -1.798 6.673  0.207

Atomic forces in eV per Å
Hf 0.45 1.01 -0.07
F 0.85 1.61 2.03
O -0.37 -0.43 2.54
O -7.58 -6.43 0.53
O 5.00 0.39 7.47
O 1.50 -2.84 -4.62
O -5.42 -2.65 1.15
C 0.77 0.34 -0.60
C 6.20 5.09 -0.18
C -0.06 -0.19 -0.98
C 1.25 -0.62 -2.15
C -1.42 0.67 0.35
C 0.37 -0.59 -0.10
C -0.42 -0.33 0.67
C 0.02 1.74 2.76
C 0.09 -0.16 1.22
C -0.25 1.52 -5.26
H -0.26 1.05 0.12
H -0.41 2.46 -0.77
H -1.19 -2.19 0.43
H 0.88 -1.40 1.11
H -2.12 -1.20 0.52
H -0.85 -2.06 -0.27
H 1.02 -1.85 -0.40
H 0.19 2.40 0.70
H -1.13 1.15 -1.89
H -0.19 1.26 -0.62
H 1.77 -0.76 -1.35
H 1.50 -0.31 -1.62
H 1.22 1.86 -0.38
H -1.86 0.99 1.32
H 0.44 0.45 -1.70

**Frontier orbital gap**: 1.789 eV
**Total charge**: +4
**LUMO**: -0.7331 Ha
**E_tot**: -24803.515 eV

=====

C4H6N2 | the ωB97M-V functional and the def2-TZVPD basis

Last column: Löwdin charge in e.
Atoms and positions in Å:
1 N 0.091 1.145 0.728  -0.083
2 N 1.097 1.173 -0.294  -0.023
3 C 0.760 -1.009 0.320  -0.055
4 C 1.585 -0.151 -0.312  -0.172
5 C -1.606 -0.346 0.100  0.045
6 C -0.374 -0.177 0.656  -0.393
7 H -1.929 -1.348 -0.157  0.054
8 H -0.605 1.861 0.498  0.124
9 H 0.800 -2.089 0.345  0.107
10 H 0.075 0.878 -1.190  0.233
11 H 2.473 -0.363 -0.894  0.108
12 H -2.366 0.426 0.200  0.055

Atomic forces in eV per Å
N 0.82 0.11 1.39
N -3.35 -0.39 -2.71
C 0.77 0.24 0.01
C 0.09 -0.81 0.49
C -0.13 -0.67 1.15
C -1.53 0.76 -1.65
H -0.14 0.10 0.00
H 0.39 -0.56 0.33
H 0.04 0.20 0.07
H 2.96 1.03 1.02
H -0.07 0.08 0.14
H 0.15 -0.08 -0.25

**Frontier orbital gap**: 9.105 eV
**Total charge**: 0
**LUMO**: 0.0277 Ha
**Relative energy (zero: lowest compared OMol25 entry of this formula, charge and spin)**: 450.3 kJ/mol
**E_tot**: -7220.924 eV

=====

C23H18AsCl3F6FeN2O4SSi | the ωB97M-V functional and the def2-TZVPD basis

Last column: Löwdin charge in e.
Atoms and positions in Å:
1 As 1.285 1.587 3.117  0.768
2 Fe -0.177 0.185 -0.141  0.801
3 Cl -1.117 -2.231 -2.595  0.394
4 Cl -3.330 0.128 -1.924  0.385
5 Cl -2.906 -2.383 0.157  0.386
6 S 2.270 0.845 -2.008  0.614
7 Si -1.945 -1.118 -1.114  -0.562
8 F 2.875 1.618 2.482  -0.210
9 F 1.742 2.134 4.666  -0.211
10 F -0.393 1.461 3.561  -0.228
11 F 0.740 0.962 1.456  -0.299
12 F 1.474 -0.077 3.547  -0.232
13 F 0.981 3.169 2.517  -0.216
14 O 2.029 2.038 -1.253  -0.269
15 O -0.792 1.724 -0.955  -0.211
16 O -1.862 0.350 1.127  -0.157
17 O 3.617 0.366 -2.145  -0.281
18 N 0.271 -1.673 0.684  -0.002
19 N 1.304 -0.335 -1.400  -0.192
20 C -2.138 2.691 0.792  -0.091
21 C 1.845 -1.610 -1.116  -0.276
22 C -1.802 5.130 -0.514  -0.047
23 C 2.793 -2.287 -1.838  -0.004
24 C 2.566 1.618 -4.574  -0.054
25 C 2.970 -4.034 -0.164  -0.028
26 C 0.325 0.942 -3.986  -0.072
27 C 3.349 -3.497 -1.358  -0.047
28 C -3.145 1.414 2.771  0.001
29 C -0.102 1.266 -5.265  -0.069
30 C -2.326 1.449 1.516  -0.328
31 C -0.142 -2.121 1.850  -0.135
32 C 1.656 1.128 -3.646  -0.262
33 C 1.935 -3.406 0.573  -0.138
34 C -1.215 4.005 -1.034  0.020
35 C -2.580 5.073 0.651  -0.068
36 C 2.130 1.938 -5.851  -0.071
37 C 0.797 1.768 -6.195  -0.079
38 C -1.377 2.767 -0.393  -0.291
39 C 0.465 -3.217 2.478  -0.017
40 C 1.343 -2.244 0.055  -0.154
41 C -2.738 3.870 1.287  -0.014
42 C 1.475 -3.865 1.825  0.026
43 H 3.165 -1.870 -2.760  0.114
44 H -1.657 6.081 -1.012  0.112
45 H -0.375 0.550 -3.264  0.052
46 H 0.457 2.032 -7.188  0.104
47 H -2.782 2.155 3.478  0.090
48 H 1.948 -4.732 2.270  0.126
49 H 3.603 1.741 -4.294  0.116
50 H -1.141 1.125 -5.534  0.107
51 H -3.040 5.967 1.046  0.105
52 H 4.117 -3.979 -1.947  0.111
53 H 2.836 2.313 -6.580  0.107
54 H 0.111 -3.537 3.446  0.117
55 H -3.067 0.426 3.213  0.093
56 H -3.327 3.825 2.191  0.110
57 H -0.600 4.034 -1.923  0.128
58 H -4.191 1.630 2.543  0.105
59 H -0.983 -1.609 2.296  0.107
60 H 3.439 -4.925 0.230  0.115

Atomic forces in eV per Å
As 0.09 0.05 -0.07
Fe 0.68 0.76 0.22
Cl 0.01 0.02 0.07
Cl 0.13 -0.04 0.08
Cl 0.07 0.10 -0.09
S 0.04 0.03 -0.14
Si -0.66 -0.37 -0.25
F -0.10 -0.02 0.09
F 0.00 0.02 0.02
F 0.00 0.01 0.03
F 0.12 0.09 -0.09
F -0.01 -0.05 -0.03
F -0.03 -0.08 0.04
O -0.08 -0.03 0.00
O -0.10 -0.13 0.10
O 0.10 -0.10 -0.04
O -0.04 0.05 0.04
N 0.14 0.24 -0.06
N -0.09 -0.44 0.58
C -0.10 -0.13 0.31
C -0.22 0.21 -0.12
C 0.00 0.08 -0.01
C 0.15 -0.15 -0.08
C -0.04 -0.01 -0.02
C -0.10 0.05 0.09
C -0.01 0.02 0.01
C -0.06 0.12 -0.08
C -0.06 -0.05 -0.08
C -0.02 -0.01 -0.01
C -0.11 0.07 -0.19
C 0.00 -0.12 0.09
C 0.10 0.00 -0.11
C 0.09 -0.16 -0.07
C -0.08 0.00 0.07
C 0.01 -0.09 -0.01
C 0.01 -0.01 -0.02
C 0.00 0.03 0.03
C 0.14 -0.18 -0.30
C -0.08 0.06 -0.10
C -0.13 0.03 0.05
C 0.05 0.08 -0.05
C 0.05 -0.06 0.01
H 0.03 0.03 0.02
H 0.00 0.00 0.00
H 0.00 0.04 0.03
H 0.00 -0.03 -0.02
H 0.02 0.01 0.05
H -0.01 -0.02 -0.02
H 0.01 -0.01 0.01
H -0.01 0.00 0.00
H 0.00 0.01 0.01
H 0.01 0.01 -0.01
H 0.00 0.02 0.01
H 0.01 0.01 0.02
H 0.01 0.00 0.00
H 0.01 0.00 0.01
H 0.00 -0.01 -0.01
H 0.02 0.01 -0.02
H 0.04 0.05 0.01
H -0.01 -0.02 0.00

**Frontier orbital gap (alpha / beta)**: 5.918 / 6.937 eV
**Total charge**: 0
**Expectation value of S²**: 6.28
**LUMO (alpha / beta)**: -0.1015 / -0.0637 Ha
**Spin multiplicity**: 5
**Relative energy (zero: lowest compared OMol25 entry of this formula, charge and spin)**: 289.8 kJ/mol
**E_tot**: -203132.616 eV